i.
An isolated molecule of C2H3NO2. Source: the OMol25 dataset; level of theory: wB97M-V/def2-TZVPD.

Output
2S+1 = 1
Total charge = 0
HOMO-LUMO gap (spin up / spin down) = 9.7179 / 9.7187 eV
SMILES string = O=C1N[C@H]1O
Highest occupied orbital energy (spin up / spin down) = -9.82 / -9.82 eV
Molecular weight = 73.05 g/mol

Geometry as XYZ:
```
8
Properties=species:S:1:pos:R:3:mulliken_charge:R:1
O 0.12382 0.01897 -2.93031 -0.527
C 0.25317 0.18737 -1.40639 0.221
N -0.32264 0.94210 -0.49100 -0.314
C 0.50952 -0.26860 -0.01426 0.155
O -0.11208 -1.28768 0.54374 -0.493
H 0.05392 1.83339 -0.23054 0.289
H 1.57632 -0.13198 0.29757 0.306
H -0.73824 -1.74995 -0.09636 0.363
```

***

ii.
A cluster of 2 separate species, C2H3NO2 in total. Source: the OMol25 dataset; level of theory: wB97M-V/def2-TZVPD.

Output
2S+1 = 1
Total charge = 0
HOMO-LUMO gap = 10.4992 eV
SMILES string = N#CO.C=O
Highest occupied orbital energy = -10.41 eV
Molecular weight = 73.05 g/mol

Geometry as XYZ:
```
8
Properties=species:S:1:pos:R:3:mulliken_charge:R:1
N 1.14920 -1.30081 -0.39860 -0.409
C 1.13227 -0.19872 0.00597 0.565
O 1.54652 1.01321 0.10869 -0.411
H 0.78223 1.61957 0.11617 0.372
C -1.08085 -0.26703 0.05712 -0.184
O -1.20828 0.93588 -0.07592 -0.559
H -1.07944 -0.99738 -0.81648 0.291
H -1.24166 -0.80473 1.00305 0.335
```

***

iii.
An isolated molecule of C2H3NO2. Source: the OMol25 dataset; level of theory: wB97M-V/def2-TZVPD.

Output
2S+1 = 1
Total charge = 0
HOMO-LUMO gap = 10.4762 eV
SMILES string = C1=NOCO1
Highest occupied orbital energy = -9.57 eV
Molecular weight = 73.05 g/mol

Geometry as XYZ:
```
8
Properties=species:S:1:pos:R:3:mulliken_charge:R:1
C -1.06986 0.06620 -0.04746 0.078
N -0.58465 -1.06980 0.14276 -0.335
O 0.79421 -0.85121 -0.19006 -0.222
C 1.02846 0.48221 0.10846 -0.082
O -0.35191 1.16022 -0.06219 -0.339
H -2.10212 0.24348 -0.01388 0.415
H 1.65897 0.99411 -0.52419 0.260
H 1.24568 0.48841 1.19069 0.225
```

***

iv.
A cluster of 2 separate species, C2H3NO2 in total. Source: the OMol25 dataset; level of theory: wB97M-V/def2-TZVPD.

Output
2S+1 = 1
Total charge = 0
HOMO-LUMO gap (spin up / spin down) = 8.2261 / 8.0125 eV
Highest occupied orbital energy (spin up / spin down) = -7.82 / -7.89 eV
Molecular weight = 73.05 g/mol

Geometry as XYZ:
```
8
Properties=species:S:1:pos:R:3:mulliken_charge:R:1
C -0.27538 -0.18666 -0.44620 -0.080
C 2.07399 0.25339 0.29532 0.109
N -0.90040 0.64375 0.17266 -0.332
O 2.78644 0.92214 -0.38438 -0.360
O -2.26650 0.96375 -0.10920 -0.358
H 0.04423 -0.87794 -1.08978 0.414
H 2.17558 -0.34138 1.24621 0.252
H -2.37449 1.60997 0.51116 0.356
```

***

Going by the energies, ii is most stable and the next is 24.4 kJ/mol up.

***

i.
An isolated molecule of C2H3NO2. Source: the OMol25 dataset; level of theory: wB97M-V/def2-TZVPD.

Output
2S+1 = 1
Total charge = 0
HOMO-LUMO gap = 7.9498 eV
SMILES string = C=[N+]([O-])C=O
Highest occupied orbital energy = -9.56 eV
Molecular weight = 73.05 g/mol

Geometry as XYZ:
```
8
Properties=species:S:1:pos:R:3:mulliken_charge:R:1
C -0.39633 0.69581 0.17171 -0.408
N -0.38616 -0.59284 0.01598 0.435
O -1.40491 -1.32136 0.01988 -0.639
C 0.93192 -1.21486 0.01630 0.063
O 2.08735 -0.41693 -0.07442 -0.484
H -1.41579 1.03675 0.01199 0.278
H 0.43591 1.14054 0.49426 0.324
H 0.86881 -2.24054 0.11425 0.432
```

***

ii.
An isolated molecule of C2H3NO2. Source: the OMol25 dataset; level of theory: wB97M-V/def2-TZVPD.

Output
2S+1 = 1
Total charge = 0
HOMO-LUMO gap (spin up / spin down) = 9.1078 / 9.1187 eV
Highest occupied orbital energy (spin up / spin down) = -9.01 / -9.01 eV
Molecular weight = 73.05 g/mol

Geometry as XYZ:
```
8
Properties=species:S:1:pos:R:3:mulliken_charge:R:1
C -1.17404 -0.56908 0.13398 -0.340
C -0.92609 0.72697 0.16662 0.141
N 0.82466 -0.30702 -0.50317 -0.271
O 0.32677 0.98551 -0.02068 -0.208
O 1.87847 -0.45613 0.39275 -0.326
H -1.79004 -1.34021 -0.34753 0.268
H -1.68033 1.43455 0.46177 0.353
H 2.54060 -0.47459 -0.28372 0.384
```

***

Going by the energies, i is most stable and the next is 251.2 kJ/mol up.

***

i.
A cluster of 11 separate species, C4H29NO12 in total. Source: the OMol25 dataset; level of theory: wB97M-V/def2-TZVPD.

Output
2S+1 = 1
Total charge = 0
HOMO-LUMO gap = 9.1179 eV
SMILES string = C[C@H](O)[C@@H](N)C=O.O.O.O.O.O.O.O.O.O.O
Highest occupied orbital energy = -9.65 eV
Molecular weight = 283.27 g/mol

Geometry as XYZ:
```
46
Properties=species:S:1:pos:R:3:mulliken_charge:R:1
C 1.22073 0.17808 0.73801 -0.117
C 0.10932 -0.82185 1.00073 0.238
O 0.12217 -2.09781 0.43695 -0.596
C -1.18496 -0.21549 0.38530 0.385
N -1.14760 -0.35668 -1.11155 -0.559
C -2.41321 -0.95514 0.88958 -0.318
O -2.56681 -1.22580 2.05556 -0.525
H 1.40948 0.65497 1.70645 0.405
H 0.99847 0.97689 0.03945 -0.451
H 2.17690 -0.25734 0.47192 -0.122
H -0.19884 -0.85723 2.04971 0.523
H 0.87736 -2.66176 0.34768 0.324
H -1.32664 0.82439 0.68894 0.317
H -1.49876 -1.28801 -1.31407 0.248
H -1.76864 0.35475 -1.47352 0.088
H -3.19756 -1.23380 0.16924 0.234
O 3.03981 2.85055 -0.00641 -0.615
H 3.17226 3.66772 -0.49594 0.316
H 2.34050 3.01761 0.63287 0.283
O -1.67489 -0.80124 4.63703 -0.620
H -1.93642 -0.14766 3.98835 0.311
H -1.84481 -1.63397 4.19732 0.328
O 4.35326 0.12582 -0.71075 -0.635
H 4.16951 -0.03273 -1.64206 0.322
H 3.72927 0.82077 -0.46417 0.294
O 1.30563 1.00237 -2.44034 -0.690
H 0.60627 0.81753 -1.78637 0.271
H 1.79786 1.70604 -1.99309 0.403
O 3.64735 -2.74444 0.87521 -0.629
H 3.38885 -2.24449 0.08795 0.341
H 3.16956 -3.57302 0.77086 0.311
O 1.93676 -1.78653 -1.77480 -0.685
H 0.98467 -1.60576 -1.72201 0.394
H 2.22363 -0.86320 -1.77232 0.282
O -0.02443 3.75049 1.01342 -0.667
H -0.66729 4.13440 0.40097 0.344
H 0.11673 2.92419 0.52868 0.271
O -1.23494 2.87415 -1.53926 -0.588
H -0.93578 2.80178 -2.45140 0.319
H -2.11759 2.46607 -1.51108 0.356
O -2.74478 -2.86009 -1.68547 -0.622
H -2.51598 -3.34249 -2.49371 0.274
H -3.63772 -2.58412 -1.93895 0.306
O -3.71008 1.65193 -1.26410 -0.658
H -3.99882 1.95372 -2.13645 0.302
H -4.13018 2.29947 -0.68644 0.307
```

***

ii.
A cluster of 11 separate species, C4H29NO12 in total. Source: the OMol25 dataset; level of theory: wB97M-V/def2-TZVPD.

Output
2S+1 = 1
Total charge = 0
HOMO-LUMO gap = 9.0378 eV
SMILES string = N[C@@H](CO)CC=O.O.O.O.O.O.O.O.O.O.O
Highest occupied orbital energy = -8.89 eV
Molecular weight = 283.27 g/mol

Geometry as XYZ:
```
46
Properties=species:S:1:pos:R:3:mulliken_charge:R:1
N -1.93847 1.85133 -1.21380 -0.516
C -0.96005 0.73507 -1.18724 -0.413
C -0.21116 0.50585 0.15620 -0.065
O 0.48363 1.71232 0.52831 -0.501
C -1.61507 -0.47174 -1.76129 0.152
C -1.54058 -0.27333 -3.23493 -0.288
O -1.10419 -1.05018 -4.08268 -0.612
H -1.56320 2.67986 -1.67057 0.256
H -2.56479 2.11834 -0.41058 0.222
H -0.26351 1.09739 -1.92512 0.518
H 0.64390 -0.20571 -0.15945 0.161
H -0.78327 0.08898 1.01264 0.311
H 0.40622 1.69714 1.52991 0.256
H -1.11553 -1.37516 -1.39413 -0.111
H -2.74402 -0.61328 -1.67341 0.376
H -1.86029 0.58182 -3.74956 0.551
O 3.72320 -0.37752 -2.68422 -0.645
H 3.07955 0.18694 -2.25972 0.425
H 4.49063 -0.25247 -2.21697 0.270
O -1.37450 2.84417 1.49470 -0.709
H -0.59456 3.03952 2.06976 0.233
H -1.14265 3.65338 0.92720 0.357
O 1.27587 -2.20459 -3.05884 -0.656
H 2.08584 -1.67648 -2.97950 0.313
H 0.57626 -1.82950 -3.61819 0.311
O 2.56029 1.74291 -1.17645 -0.647
H 3.26940 2.17707 -1.54560 0.251
H 2.40981 1.68471 -0.17822 0.312
O 0.79638 2.83888 3.52893 -0.646
H 1.65666 2.46157 3.59035 0.282
H 0.15814 2.25434 3.85313 0.313
O -0.65820 -1.46732 2.57196 -0.677
H -0.53203 -2.21263 1.99867 0.364
H -1.61794 -1.44935 2.78785 0.278
O 1.32119 0.25510 2.84859 -0.551
H 0.73990 -0.55116 2.66174 0.247
H 1.90998 -0.26499 3.42871 0.302
O 0.45534 -3.93702 -1.22887 -0.654
H 1.02474 -3.27475 -1.62805 0.345
H -0.19024 -4.17664 -1.85255 0.271
O -0.29956 -3.88874 1.29337 -0.742
H -1.27535 -4.03239 1.36635 0.338
H -0.23167 -3.77929 0.32196 0.395
O -2.58232 0.75624 2.93780 -0.679
H -2.04840 0.98649 3.69637 0.285
H -2.25539 1.41487 2.28546 0.419
```

***

Going by the energies, i is most stable and the next is 121.8 kJ/mol up.

***

i.
A cluster of 2 separate species, H3N3O2 in total. Source: the OMol25 dataset; level of theory: wB97M-V/def2-TZVPD.

Output
2S+1 = 1
Total charge = 0
HOMO-LUMO gap (spin up / spin down) = 8.7857 / 8.8857 eV
Highest occupied orbital energy (spin up / spin down) = -9.60 / -9.19 eV
Molecular weight = 77.04 g/mol

Geometry as XYZ:
```
8
Properties=species:S:1:pos:R:3:mulliken_charge:R:1
N 0.06099 0.77740 -0.35274 0.694
N 0.06638 -0.96897 0.72875 -0.108
N -0.08156 0.60737 -1.52170 -0.539
O 0.19352 1.65206 0.43306 -0.521
O 0.78541 -1.26682 1.80680 -0.403
H 0.08530 -1.83762 0.12566 0.289
H -0.81125 -0.47521 0.89266 0.315
H -0.29878 1.51178 -2.11249 0.274
```

***

ii.
An isolated molecule of H3N3O2. Source: the OMol25 dataset; level of theory: wB97M-V/def2-TZVPD.

Output
2S+1 = 1
Total charge = 0
HOMO-LUMO gap = 9.6939 eV
SMILES string = NONN=O
Highest occupied orbital energy = -9.57 eV
Molecular weight = 77.04 g/mol

Geometry as XYZ:
```
8
Properties=species:S:1:pos:R:3:mulliken_charge:R:1
N -0.10987 1.42821 0.25487 -0.260
O -0.33634 0.53657 -0.66157 -0.204
N 0.41810 -0.88784 -0.56878 0.052
N 0.23518 -1.83418 0.29941 0.125
O 0.52107 -2.96302 -0.13446 -0.462
H 0.91736 1.87327 0.34509 0.279
H -0.52562 1.39254 1.11378 0.242
H 0.52376 -1.24211 -1.52798 0.228
```

***

Going by the energies, ii is most stable and the next is 16.9 kJ/mol up.

***

i.
A cluster of 2 separate species, CH3N2 in total. Source: the OMol25 dataset; level of theory: wB97M-V/def2-TZVPD.

Output
2S+1 = 1
Total charge = +1
HOMO-LUMO gap (spin up / spin down) = 8.1629 / 8.4222 eV
Highest occupied orbital energy (spin up / spin down) = -15.16 / -15.04 eV
Molecular weight = 43.05 g/mol

Geometry as XYZ:
```
6
Properties=species:S:1:pos:R:3:mulliken_charge:R:1
C -1.29631 0.10577 -0.04006 -0.287
N 1.80111 -0.33096 0.04418 0.149
N 0.89073 -0.85844 -0.33163 0.169
H -2.06178 -0.49649 0.21077 0.276
H -1.56193 1.03809 -0.30305 0.296
H 2.22818 0.54203 0.41980 0.396
```

***

ii.
A cluster of 2 separate species, CH3N2 in total. Source: the OMol25 dataset; level of theory: wB97M-V/def2-TZVPD.

Output
2S+1 = 1
Total charge = +1
HOMO-LUMO gap (spin up / spin down) = 8.2926 / 8.3188 eV
Highest occupied orbital energy (spin up / spin down) = -15.25 / -15.09 eV
Molecular weight = 43.05 g/mol

Geometry as XYZ:
```
6
Properties=species:S:1:pos:R:3:mulliken_charge:R:1
C -0.99675 0.19377 0.01306 -0.244
N 1.96206 -0.06196 -0.42352 0.317
N 1.09537 -0.66012 -0.05904 0.021
H -1.70394 0.99287 0.11177 0.297
H -1.31968 -0.55813 0.72941 0.231
H 2.59678 0.62873 -0.78231 0.379
```

***

iii.
The ion CH3N2 with charge +1. Source: the OMol25 dataset; level of theory: wB97M-V/def2-TZVPD.

Output
2S+1 = 1
Total charge = +1
HOMO-LUMO gap = 13.7160 eV
SMILES string = C[N+]#N
Highest occupied orbital energy = -19.99 eV
Molecular weight = 43.05 g/mol

Geometry as XYZ:
```
6
Properties=species:S:1:pos:R:3:mulliken_charge:R:1
C 0.35023 -0.02013 -0.19693 -0.468
N -0.77288 0.00459 0.56499 0.527
N -1.64212 -0.13177 1.20613 -0.046
H 0.86081 -1.02263 -0.31970 0.339
H -0.00395 0.36223 -1.22285 0.317
H 1.20790 0.80771 -0.03165 0.332
```

***

Going by the energies, iii is most stable and the next is 472.2 kJ/mol up.

***

i.
A cluster of 2 separate species, H4N3P in total. Source: the OMol25 dataset; level of theory: wB97M-V/def2-TZVPD.

Output
2S+1 = 1
Total charge = 0
HOMO-LUMO gap = 9.2083 eV
Highest occupied orbital energy = -9.32 eV
Molecular weight = 77.03 g/mol

Geometry as XYZ:
```
8
Properties=species:S:1:pos:R:3:mulliken_charge:R:1
N -1.37149 0.12964 -0.08105 -0.319
N -0.88901 -1.29204 0.11575 -0.331
N -0.38900 -0.17778 0.82593 0.086
P 1.28547 0.43585 0.82326 0.022
H -0.86996 0.57440 -0.88629 0.245
H -0.39476 -1.60646 -0.63597 0.224
H 0.76199 1.79757 0.91955 0.107
H 1.86677 0.13882 -1.08118 -0.035
```

***

ii.
An isolated molecule of H4N3P. Source: the OMol25 dataset; level of theory: wB97M-V/def2-TZVPD.

Output
2S+1 = 1
Total charge = 0
HOMO-LUMO gap = 9.3096 eV
SMILES string = [H]/N=N/[PH2]=N
Highest occupied orbital energy = -9.21 eV
Molecular weight = 77.03 g/mol

Geometry as XYZ:
```
8
Properties=species:S:1:pos:R:3:mulliken_charge:R:1
H -1.15927 -0.63908 2.61494 0.248
N -0.36238 -0.23035 1.92590 -0.366
N -0.67554 -0.49031 0.76522 -0.071
P 0.32372 -0.01221 -0.62460 0.390
N -0.42351 1.11181 -1.38416 -0.601
H 0.85788 -1.29589 -1.03214 0.106
H 1.39456 0.29812 0.01949 0.071
H 0.04455 1.25792 -2.28466 0.222
```

***

iii.
A cluster of 2 separate species, H4N3P in total. Source: the OMol25 dataset; level of theory: wB97M-V/def2-TZVPD.

Output
2S+1 = 1
Total charge = 0
HOMO-LUMO gap (spin up / spin down) = 8.5797 / 7.8422 eV
Highest occupied orbital energy (spin up / spin down) = -8.28 / -7.52 eV
Molecular weight = 77.03 g/mol

Geometry as XYZ:
```
8
Properties=species:S:1:pos:R:3:mulliken_charge:R:1
N -0.08214 0.94542 0.41731 -0.127
N 0.15636 -0.16609 0.58486 0.202
N -0.97955 1.21277 -1.38387 -0.579
P 0.71189 -1.60842 1.04696 -0.028
H -1.57273 0.48653 -1.65076 0.190
H -1.46437 1.95715 -1.01677 0.209
H 1.79349 -1.24350 2.01651 0.063
H 1.43704 -1.58387 -0.01424 0.071
```

***

Going by the energies, ii is most stable and the next is 174.1 kJ/mol up.